{"formula": "C4H6O2", "method": "wB97M-V/def2-TZVPD", "elements": ["O", "C", "C", "C", "C", "O", "H", "H", "H", "H", "H", "H"], "coordinates": [[1.40, -0.91, 0.55], [0.32, -0.30, -0.07], [0.83, 1.01, -0.62], [-0.14, 1.02, 0.55], [-0.90, -1.03, -0.56], [-1.26, -2.10, -1.00], [0.48, -2.01, 1.39], [0.45, 1.34, -1.59], [1.90, 1.16, -0.51], [-1.10, 1.49, 0.30], [-0.17, 0.76, 1.67], [-1.81, -0.44, -0.12]], "homo_lumo_gap_ha": [0.3009, 0.3063], "e_tot_ha": -306.250811, "e_above_lowest_kj_mol": 670.8}